{
  "formula": "C67H59O3P3Pd",
  "method": "the ωB97M-V functional and the def2-TZVPD basis",
  "gap_ev": 6.109,
  "lumo_ev": 0.28,
  "e_tot_ha": -3966.19265,
  "species": ["C", "C", "O", "C", "C", "P", "C", "C", "C", "C", "C", "C", "C", "C", "C", "C", "C", "C", "O", "O", "H", "H", "H", "H", "H", "H", "H", "H", "H", "H", "H", "H", "H", "H", "H", "H", "C", "C", "C", "C", "C", "C", "C", "C", "C", "C", "C", "C", "C", "Pd", "P", "C", "C", "C", "C", "C", "C", "C", "C", "C", "C", "C", "C", "C", "C", "C", "C", "C", "C", "P", "C", "C", "C", "C", "C", "C", "C", "C", "C", "C", "C", "C", "C", "C", "C", "C", "C", "C", "C", "C", "H", "H", "H", "H", "H", "H", "H", "H", "H", "H", "H", "H", "H", "H", "H", "H", "H", "H", "H", "H", "H", "H", "H", "H", "H", "H", "H", "H", "H", "H", "H", "H", "H", "H", "H", "H", "H", "H", "H", "H", "H", "H", "H"],
  "positions_angstrom": [[-3.08523, 3.56233, -4.37739], [-1.89142, 2.71727, -4.04427], [-2.24231, 2.08344, -2.79445], [-1.25670, 1.34488, -2.28419], [-1.73480, 0.79454, -0.96506], [-0.06141, 0.28245, -0.10105], [1.16694, 1.59692, -0.11216], [0.86748, 2.96803, -0.17475], [1.89525, 3.91430, -0.02769], [3.21430, 3.48502, 0.18803], [3.50908, 2.11520, 0.29600], [2.48060, 1.17876, 0.15897], [-0.59721, 0.15069, 1.62315], [-1.21126, 1.22526, 2.27853], [-1.76108, 1.03348, 3.55190], [-1.65473, -0.20966, 4.18274], [-0.94708, -1.24922, 3.57014], [-0.40695, -1.06332, 2.29434], [0.42719, -1.04217, -0.62964], [-0.24110, 1.07325, -2.92826], [-2.98232, 3.99383, -5.37299], [-3.99602, 2.95539, -4.36032], [-3.20550, 4.39218, -3.67079], [-1.72338, 1.95270, -4.81627], [-0.98919, 3.32541, -3.89492], [-2.13809, 1.58341, -0.33639], [-0.15984, 3.31750, -0.31019], [1.66310, 4.98632, -0.07051], [4.02016, 4.21594, 0.28739], [4.52864, 1.76522, 0.49512], [2.68252, 0.11041, 0.27959], [-1.25345, 2.20963, 1.80971], [-2.26696, 1.86368, 4.04991], [-2.11276, -0.36969, 5.15974], [-0.80970, -2.20699, 4.07582], [0.15317, -1.86343, 1.80285], [-1.79467, -3.65322, -6.97824], [-2.72270, -4.36953, -6.22379], [-3.21041, -3.82068, -4.98458], [-2.64737, -2.56876, -4.50380], [-2.99161, -2.06546, -3.18284], [-2.41381, -0.99134, -2.57248], [-2.70370, -0.29498, -1.24644], [-4.26976, -0.55840, -0.95052], [-4.51406, -0.60895, 0.41536], [-5.70465, -1.14096, 0.94159], [-6.68049, -1.62953, 0.07848], [-6.45351, -1.65697, -1.29692], [-5.28633, -1.06412, -1.82688], [-1.69859, -4.82879, -3.87423], [0.54440, -5.07307, -3.81625], [1.25503, -3.49837, -4.37759], [1.78113, -3.34486, -5.66691], [2.21579, -2.08702, -6.08590], [2.12190, -0.98477, -5.23316], [1.62039, -1.14794, -3.93880], [1.20740, -2.40147, -3.50256], [1.49436, -5.34641, -2.29870], [2.85576, -4.99602, -2.26706], [3.62707, -5.28210, -1.14233], [3.03957, -5.89553, -0.02934], [1.68629, -6.24324, -0.05823], [0.91182, -5.96377, -1.17995], [1.03030, -6.39537, -4.96397], [2.05973, -7.30020, -4.64795], [2.34099, -8.36588, -5.50203], [1.60193, -8.54763, -6.67734], [0.56046, -7.66738, -6.98272], [0.28780, -6.58914, -6.14304], [-2.83769, -6.02235, -2.32724], [-4.49723, -6.36665, -2.96020], [-4.68110, -7.50030, -3.77109], [-5.88528, -7.67798, -4.45304], [-6.91430, -6.73888, -4.32076], [-6.74363, -5.61782, -3.50105], [-5.54356, -5.43292, -2.80961], [-2.05258, -7.60155, -1.90384], [-2.02746, -8.06036, -0.57315], [-1.20185, -9.12917, -0.22373], [-0.40762, -9.75183, -1.19074], [-0.46895, -9.33382, -2.52321], [-1.31990, -8.29219, -2.89013], [-3.13613, -5.13502, -0.78161], [-4.23658, -5.47078, 0.02676], [-4.44238, -4.80446, 1.23753], [-3.55064, -3.81242, 1.64384], [-2.46690, -3.47053, 0.84040], [-2.23620, -4.13923, -0.36316], [-1.74174, -1.87714, -5.33087], [-1.26634, -2.43564, -6.50376], [-1.49114, -4.00651, -7.98001], [-3.17172, -5.29640, -6.61242], [-4.12539, -4.20679, -4.55459], [-3.64224, -2.70305, -2.56297], [-1.44574, -0.69250, -2.91930], [-2.26815, -0.83401, -0.38987], [-3.69534, -0.32186, 1.09600], [-5.78962, -1.19450, 2.04180], [-7.58269, -2.00172, 0.50049], [-7.16296, -2.17789, -1.96649], [-5.14242, -1.09783, -2.92278], [1.84502, -4.20649, -6.33391], [2.62250, -1.96860, -7.09152], [2.43110, 0.00497, -5.56755], [1.53751, -0.30061, -3.26222], [0.85142, -2.51525, -2.47620], [3.30958, -4.49884, -3.12775], [4.68626, -5.02858, -1.14005], [3.63989, -6.10453, 0.85602], [1.22941, -6.74694, 0.79714], [-0.14689, -6.23544, -1.20838], [2.63990, -7.16762, -3.73317], [3.13846, -9.06201, -5.24321], [1.83291, -9.37392, -7.35105], [-0.04485, -7.81760, -7.87889], [-0.52718, -5.90230, -6.39010], [-3.87907, -8.23412, -3.85925], [-6.01560, -8.55355, -5.09038], [-7.85404, -6.88059, -4.85605], [-7.54321, -4.88241, -3.39074], [-5.43154, -4.57072, -2.14724], [-2.64634, -7.57516, 0.18258], [-1.17394, -9.46871, 0.81302], [0.25538, -10.56978, -0.90618], [0.14729, -9.81473, -3.28491], [-1.38843, -7.99033, -3.93866], [-4.93601, -6.24588, -0.28764], [-5.30047, -5.06571, 1.85523], [-3.70832, -3.28849, 2.59210], [-1.77904, -2.68210, 1.14220], [-1.36732, -3.87650, -0.97058], [-1.39861, -0.89537, -5.02524], [-0.50314, -1.91842, -7.08689]],
  "atomic_forces_ev_per_a": [[-0.4, 0.4, -0.2], [-0.4, 0.1, -0.2], [0.7, 0.4, -0.3], [0.5, 0.3, -1.5], [2.6, 2.7, -0.3], [-1.1, -2.0, -0.8], [0.1, 0.7, 0.2], [0.5, 0.1, 0.1], [0.0, -0.3, 0.0], [-0.2, -0.3, 0.0], [-0.4, 0.2, -0.1], [0.0, 0.1, -0.1], [0.2, 0.1, 0.4], [-0.2, -0.4, 0.4], [0.1, 0.1, -0.2], [0.1, -0.1, -0.2], [0.0, 0.2, -0.1], [-0.2, 0.1, 0.1], [-0.2, 1.1, 0.7], [-1.4, 0.9, 1.8], [0.0, 0.0, 0.0], [0.1, 0.1, 0.0], [0.0, -0.2, -0.1], [0.1, 0.2, 0.3], [-0.1, -0.3, -0.1], [-0.2, 0.3, -0.1], [0.3, -0.1, -0.1], [0.1, -0.5, 0.0], [-0.3, -0.2, 0.0], [-0.4, 0.3, -0.1], [0.0, 0.3, -0.2], [-0.1, -0.2, 0.1], [0.1, -0.3, -0.1], [0.2, 0.1, -0.2], [-0.1, 0.3, -0.1], [-0.2, 0.3, 0.1], [0.5, 0.2, -0.1], [-0.4, 0.5, 0.6], [0.1, 0.7, -0.5], [0.5, -1.0, -0.9], [0.3, 0.6, 1.7], [0.6, -1.2, 0.2], [-1.6, -4.1, 0.0], [0.4, 0.7, 0.3], [-0.5, -0.4, 0.5], [0.7, 0.6, 0.1], [0.8, 0.1, 0.1], [0.5, 0.5, -0.3], [0.5, 0.1, 0.1], [0.3, -0.1, 0.2], [-0.5, 0.7, 0.0], [0.7, -0.1, -0.4], [-0.1, 0.2, 0.3], [0.0, 0.2, 0.0], [-0.1, -0.2, -0.1], [0.1, -0.1, 0.0], [0.0, 0.0, -0.2], [0.6, -0.3, 0.4], [-0.1, -0.2, 0.3], [-0.2, 0.0, 0.1], [-0.1, 0.0, -0.3], [0.1, 0.0, 0.2], [0.1, 0.1, -0.5], [0.7, -0.4, -0.2], [-0.2, 0.1, -0.3], [-0.1, 0.0, -0.2], [0.0, 0.1, 0.3], [0.2, 0.1, 0.0], [0.0, -0.1, 0.2], [-0.1, 0.6, -0.7], [-0.5, -0.4, 0.2], [-0.4, 0.4, 0.0], [0.0, 0.2, 0.1], [0.0, 0.1, 0.0], [0.2, -0.2, 0.0], [0.0, -0.3, -0.3], [-0.2, -0.7, 0.5], [0.2, -0.1, -0.5], [0.0, -0.1, -0.1], [-0.1, 0.2, 0.0], [-0.3, -0.1, 0.0], [0.1, 0.1, 0.4], [-0.1, -0.3, 0.7], [0.3, 0.5, 0.4], [0.1, -0.1, -0.2], [-0.1, 0.1, 0.1], [0.2, -0.1, -0.1], [-0.4, -0.1, 0.1], [0.1, -0.4, 0.1], [-0.5, -0.1, -0.7], [-0.1, 0.0, 0.7], [0.2, 0.5, 0.2], [-0.1, 0.1, 0.0], [-0.2, 0.5, -0.7], [0.0, 0.1, -1.0], [-0.8, -1.7, -0.4], [-0.5, -0.1, -0.2], [-0.3, 0.0, -0.8], [-0.6, -0.5, 0.1], [0.4, 0.6, 0.4], [-0.1, 0.2, 0.9], [0.0, 0.3, 0.1], [-0.1, 0.0, 0.2], [0.0, -0.2, 0.0], [0.1, -0.2, -0.2], [0.0, 0.1, -0.3], [-0.1, -0.2, 0.2], [-0.2, 0.0, 0.1], [-0.1, 0.0, -0.2], [0.1, 0.2, -0.2], [0.5, 0.1, 0.0], [-0.2, -0.1, -0.3], [-0.2, 0.2, -0.1], [-0.1, 0.2, 0.2], [0.2, 0.1, 0.2], [0.3, -0.2, 0.2], [-0.2, 0.2, 0.0], [0.0, 0.2, 0.2], [0.3, 0.0, 0.1], [0.2, -0.3, -0.1], [0.0, -0.2, -0.3], [0.3, -0.1, -0.2], [0.0, 0.1, -0.3], [-0.2, 0.2, -0.1], [-0.2, 0.1, 0.2], [0.2, 0.1, 0.3], [0.2, 0.2, 0.0], [0.2, 0.1, -0.1], [0.0, -0.2, -0.3], [-0.2, -0.3, -0.1], [-0.3, -0.1, 0.0], [0.2, -0.1, 0.0], [-0.3, -0.1, 0.1]],
  "lowdin_charge": [-0.07, -0.21, 0.01, -0.53, -0.20, 0.84, -0.27, -0.08, -0.07, -0.08, -0.07, -0.06, -0.28, -0.08, -0.08, -0.08, -0.07, -0.09, -0.31, 0.06, 0.08, 0.09, 0.08, 0.13, 0.13, 0.13, 0.11, 0.11, 0.10, 0.11, 0.11, 0.10, 0.11, 0.11, 0.11, 0.11, -0.12, -0.12, -0.22, -0.24, -0.07, -0.02, -0.20, -0.10, -0.06, -0.09, -0.10, -0.08, -0.04, 0.35, 0.96, -0.37, -0.10, -0.10, -0.09, -0.08, -0.10, -0.36, -0.10, -0.08, -0.09, -0.08, -0.08, -0.35, -0.08, -0.09, -0.09, -0.08, -0.11, 0.95, -0.36, -0.08, -0.09, -0.10, -0.09, -0.12, -0.37, -0.08, -0.09, -0.08, -0.08, -0.11, -0.36, -0.11, -0.07, -0.09, -0.07, -0.07, -0.04, -0.11, 0.11, 0.11, 0.08, 0.10, 0.08, 0.10, 0.11, 0.11, 0.09, 0.11, 0.11, 0.10, 0.10, 0.10, 0.08, 0.09, 0.12, 0.10, 0.10, 0.10, 0.07, 0.10, 0.10, 0.10, 0.10, 0.07, 0.09, 0.10, 0.10, 0.10, 0.09, 0.10, 0.10, 0.10, 0.10, 0.09, 0.11, 0.10, 0.11, 0.07, 0.09, 0.11, 0.10]
}